1.
This record from the Open Molecules 2025 dataset describes an isolated molecule of C4H7NO2. The level of theory is the ωB97M-V functional and the def2-TZVPD basis.

## Properties
LUMO   0.88 eV
ΔE to the lowest compared entry with this formula, charge and spin   44.50 kcal/mol
Net charge   0

Structure (XYZ):
```
14
Properties=species:S:1:pos:R:3:forces:R:3
O -0.248106 1.118753 0.344678 0.117 -0.064 0.089
O -1.971056 -1.456877 -1.352488 0.047 0.318 0.412
N 1.478379 0.796210 1.734279 -0.021 -0.071 0.053
C -1.085525 0.673905 -0.700947 -0.083 -0.042 -0.201
C -1.629500 -0.726260 -0.456020 -0.148 -0.139 -0.294
C 1.153894 -0.789218 -0.065416 0.008 0.063 -0.018
C 0.806305 0.304809 0.632136 0.095 -0.141 -0.043
H -0.584000 0.710694 -1.675566 -0.035 -0.031 0.131
H 0.736930 -1.028568 -1.033012 0.002 0.016 0.174
H 0.906635 1.241405 2.437317 -0.001 -0.074 -0.088
H 1.917092 -1.452068 0.322171 0.029 0.177 -0.061
H -1.741137 -1.002420 0.612386 -0.013 -0.002 -0.101
H 2.192553 0.186892 2.102930 -0.104 0.086 -0.032
H -1.932883 1.368163 -0.718345 0.107 -0.094 -0.021
```
Forces are in eV/Å.

***

2.
This record from the Open Molecules 2025 dataset describes a structure of composition C27H72Li3O31PS9 at a distorted geometry. The level of theory is the ωB97M-V functional and the def2-TZVPD basis.

## Properties
2S+1   2
LUMO (alpha / beta)   -3.36 / -8.49 eV
<S²>   0.76
Net charge   +1

Structure (XYZ):
```
143
Properties=species:S:1:pos:R:3:forces:R:3
S -16.928860 -10.594270 -5.900610 1.277 1.722 -0.956
S -10.415830 -14.349410 -3.871300 0.083 -0.422 0.356
S -20.882850 -14.871870 -1.091490 -2.033 0.165 0.751
S -13.507240 -18.347100 -5.685510 -1.376 0.522 0.503
S -12.191990 -18.508440 0.124200 0.171 -0.417 -1.034
S -17.101060 -17.779310 0.396400 -0.184 -0.769 -1.734
S -15.967090 -10.054010 -1.242110 -3.036 1.450 -0.640
S -20.420790 -17.137650 -5.828520 -0.579 1.297 2.006
S -16.630260 -12.766110 3.925290 1.517 -0.380 0.659
P -15.833770 -14.371950 -2.334370 -1.843 0.496 0.798
O -15.402390 -12.941460 4.718450 -2.716 -0.277 -1.810
O -17.227270 -11.455010 3.883560 0.109 -0.984 -0.288
O -12.409760 -17.445140 1.092140 -0.007 -1.930 -0.118
O -16.090790 -9.488050 0.082750 0.832 -1.177 -1.181
O -16.245590 -8.863260 -2.312070 -0.090 -2.957 1.466
O -15.042660 -15.654320 -2.004990 -0.025 0.749 -1.004
O -12.807620 -17.239440 -6.327560 -1.023 -1.604 0.898
O -17.755420 -13.862260 4.463760 2.498 0.529 -0.694
O -17.020260 -14.527350 -3.297440 1.396 0.035 1.092
O -17.191580 -11.892930 -5.273870 -0.044 0.421 0.209
O -10.673320 -13.423630 -4.966380 -0.119 -1.973 1.260
O -18.664180 -17.414460 0.784520 4.081 -0.040 0.458
O -14.693400 -18.907580 -6.717480 1.895 -0.502 0.956
O -16.231900 -16.592370 0.642900 -1.924 -1.638 -0.117
O -21.791090 -14.888060 0.076550 2.429 0.489 -2.410
O -12.818160 -19.471820 -5.081640 -0.774 1.213 -1.272
O -19.564280 -16.282910 -7.003580 -0.763 -2.462 1.538
O -16.686150 -19.088640 0.872740 -0.588 2.120 -0.026
O -17.167860 -9.319100 -5.241120 -0.587 -2.205 -0.295
O -15.359920 -10.578620 -6.260490 -2.037 -0.642 -1.644
O -16.073620 -13.688520 -0.936980 0.416 -0.960 -1.314
O -21.547790 -13.759240 -2.139980 1.243 -1.812 2.081
O -12.723360 -20.076450 0.646090 0.937 3.211 -0.120
O -14.863140 -13.333750 -3.040110 0.091 -1.092 -0.187
O -9.193350 -14.190370 -3.121670 -1.051 -0.129 -0.294
O -14.759990 -10.767710 -1.686800 -0.739 0.047 0.822
O -10.493130 -15.924360 -4.356900 -0.706 2.630 -1.764
O -20.697620 -16.141090 -1.791720 0.498 1.670 0.614
O -10.871180 -18.564430 -0.512910 -2.090 -0.537 1.090
O -20.541990 -18.545990 -6.173280 0.197 2.456 -0.314
O -21.598570 -16.317560 -5.404430 2.944 -2.002 -1.432
C -19.125650 -17.030990 -4.495410 -0.565 -0.150 -0.527
C -11.875460 -14.317390 -2.697410 0.827 -0.191 -1.061
C -14.388820 -10.555010 -5.226180 -0.185 0.976 0.351
C -15.343190 -17.952940 -7.560970 -0.334 1.233 0.243
C -20.842050 -13.533750 -3.346890 -0.615 1.116 -1.684
C -18.312490 -14.569780 -7.868130 1.054 0.611 -0.236
C -13.175500 -9.824190 -5.780810 0.923 -0.409 1.040
C -13.431450 -18.165370 -1.164710 1.223 -0.550 0.761
C -19.060010 -13.755660 3.933100 -1.384 0.960 -0.995
C -15.778970 -6.917730 -3.408710 0.477 -0.120 -0.256
C -12.755880 -22.460590 0.389490 0.409 0.253 0.540
C -19.257070 -14.920140 -6.745890 -0.531 0.707 -1.032
C -17.358660 -17.967820 -1.430940 0.497 0.854 0.738
C -16.335480 -13.311030 2.121110 -0.444 -0.163 1.373
C -10.303940 -16.978470 -3.427700 1.113 -0.638 0.619
C -16.582540 -18.532480 -8.235360 0.624 0.536 -0.325
C -17.624910 -10.553760 -7.618820 0.786 -0.322 1.329
C -19.502640 -14.796590 2.843600 0.392 1.095 1.779
C -20.790430 -12.017250 -3.564880 0.531 -0.619 -0.136
C -20.794090 -18.070370 1.439290 -0.028 0.033 -0.133
C -17.514830 -11.057480 -1.639740 1.871 0.834 1.218
C -9.422140 -18.104770 -4.020000 -0.619 1.250 -0.438
C -15.166430 -7.995640 -2.452070 -0.229 3.287 -1.847
C -14.633250 -17.708210 -4.310450 1.165 0.641 -1.197
C -12.622360 -21.122030 -0.321090 0.408 -1.342 -0.334
C -19.215960 -14.056150 -0.773300 -1.325 -0.823 -0.200
C -19.659050 -18.387650 0.459080 -2.515 0.472 0.131
Li -15.107610 -15.184780 -0.214320 -0.376 -0.797 1.187
Li -16.073590 -13.579970 -4.595450 -0.448 0.687 -0.724
Li -14.553940 -12.637570 -1.271880 0.307 1.118 0.023
H -9.695580 -16.487200 -2.668320 -0.470 -0.663 0.914
H -20.442440 -11.875950 -4.588130 -0.147 0.292 -0.117
H -16.041930 -7.344940 -4.376410 0.461 -0.333 -0.037
H -18.759140 -13.954720 -1.757740 0.024 -0.028 0.207
H -14.880630 -7.519940 -1.513910 0.044 -0.278 0.129
H -20.929540 -16.989650 1.481920 -0.288 -0.026 -0.386
H -12.622980 -10.230440 -6.628030 -0.656 -0.383 -0.165
H -12.189380 -23.233670 -0.129670 -0.478 -0.042 -0.442
H -19.132740 -16.042090 -4.037020 -0.056 -0.124 -0.178
H -14.127050 -16.885730 -3.805110 0.562 -0.461 0.146
H -18.749290 -14.632260 -5.825360 -0.162 -0.770 0.546
H -18.623470 -14.902180 -8.858530 -0.203 0.204 0.159
H -14.310480 -8.433960 -2.965230 0.026 -0.307 0.293
H -15.474700 -17.163880 -4.739140 -0.374 -0.681 -0.180
H -19.308190 -17.777230 -3.722160 -0.452 0.032 -0.228
H -15.581010 -17.124020 -6.894310 -0.687 0.267 0.075
H -20.038860 -11.563850 -2.918600 -0.099 0.078 0.153
H -12.231450 -22.420970 1.344210 -0.380 0.148 0.267
H -17.460200 -11.743570 -0.794510 -0.082 -0.572 -0.529
H -19.457230 -19.458640 0.440370 1.030 0.222 0.340
H -18.005110 -13.524020 -7.868990 -0.875 0.405 -0.167
H -14.306780 -11.557300 -4.805720 0.783 -0.117 -0.334
H -17.360480 -11.459490 -2.641070 -0.269 -0.168 0.230
H -15.074260 -6.105210 -3.585620 -0.029 0.020 0.112
H -18.713150 -10.499020 -7.589840 0.138 0.149 0.307
H -16.304870 -19.340510 -8.912190 -0.149 -0.524 0.596
H -13.085950 -18.711910 -2.042220 -0.271 0.183 -0.112
H -19.357510 -13.092100 -0.284770 -0.281 -0.157 -0.052
H -16.745430 -6.508060 -3.115070 0.254 0.013 0.800
H -11.283590 -17.355250 -3.133730 0.031 0.164 0.365
H -17.318650 -11.486830 -8.091780 0.115 0.235 -0.062
H -12.752500 -14.623520 -3.267660 0.192 0.061 -0.070
H -18.008740 -18.824440 -1.608980 0.059 0.182 0.134
H -16.418900 -18.061240 -1.975220 0.180 -0.322 0.473
H -11.658000 -21.140420 -0.828820 -0.032 0.615 -0.084
H -16.952680 -17.805140 -8.957910 -0.041 0.444 0.222
H -19.673480 -15.766220 3.311290 0.227 -0.101 -0.424
H -17.284830 -13.214370 1.594320 0.131 0.380 0.040
H -17.165740 -9.670160 -8.062120 -0.140 -0.151 -0.067
H -13.348420 -8.762380 -5.956230 -0.394 -0.150 -0.017
H -17.767200 -17.021320 -1.784960 -0.479 -0.093 0.101
H -21.752780 -11.531230 -3.404340 0.061 -0.158 -0.093
H -11.992440 -13.295540 -2.336530 0.223 -0.030 -0.024
H -20.010710 -18.073090 -0.523510 -0.062 -0.306 -0.136
H -8.481440 -17.581450 -4.191220 0.333 -0.674 -0.067
H -17.310020 -14.962160 -7.697310 -0.074 -0.924 0.155
H -19.174900 -12.768970 3.484380 0.219 0.175 -0.231
H -15.533660 -12.719340 1.679430 -0.240 0.306 0.327
H -9.816000 -18.457450 -4.973200 -0.059 0.110 -0.030
H -20.651550 -18.349380 2.483290 0.402 -0.487 -0.177
H -13.449600 -21.129140 -1.030820 0.080 0.774 -0.284
H -17.396640 -18.721870 -7.535740 0.184 -0.492 -0.128
H -20.227540 -14.424810 -6.776250 0.204 0.561 -0.073
H -21.392130 -14.001880 -4.163210 -0.336 -0.056 0.106
H -18.641260 -14.731840 -0.139850 -0.112 -0.059 -0.110
H -14.819220 -9.963020 -4.418470 0.171 0.196 0.177
H -14.675860 -17.448910 -8.260060 0.381 -0.726 -0.249
H -19.698920 -13.628870 4.807060 -0.282 -0.842 -0.068
H -18.758770 -14.791010 2.046910 -0.051 -0.448 0.105
H -14.859200 -18.524720 -3.624620 -0.146 0.098 -0.392
H -12.440690 -9.881860 -4.977800 0.197 0.195 0.170
H -13.815360 -22.692700 0.497780 0.268 -0.371 0.274
H -13.309200 -17.084790 -1.239020 -0.259 -0.230 -0.430
H -18.426220 -10.480150 -1.484300 0.402 0.473 -0.364
H -9.346870 -18.973760 -3.366320 0.135 0.358 0.244
H -11.690990 -15.030850 -1.894260 0.194 0.116 0.006
H -18.163390 -17.261810 -4.952450 -0.078 0.109 -0.178
H -21.692180 -18.557460 1.059460 -0.129 0.164 0.133
H -14.415360 -18.476510 -0.813690 0.146 0.099 -0.001
H -16.071790 -14.367920 2.081770 0.055 -0.037 0.461
H -19.844570 -13.950960 -3.485010 0.196 -0.195 0.879
H -20.439220 -14.406690 2.444980 -0.074 -0.196 -0.079
```
Forces are in eV/Å.

***

3.
This record from the Open Molecules 2025 dataset describes a structure of composition C12H18F6N2O13Ti at a distorted geometry. The level of theory is the ωB97M-V functional and the def2-TZVPD basis.

## Properties
2S+1   4
LUMO (alpha / beta)   1.20 / 1.00 eV
<S²>   3.75
Net charge   -1

Structure (XYZ):
```
52
Properties=species:S:1:pos:R:3:forces:R:3
Ti -1.589957 -1.018015 0.825966 -0.556 -0.735 0.156
F -0.905250 3.905938 -3.010515 -0.537 -0.142 0.404
F -2.936883 4.101555 -3.686776 -1.500 2.144 -1.398
F 4.686406 -0.962357 -2.346494 0.360 0.612 -0.444
F -2.624904 3.501608 -1.678647 0.602 -0.253 -0.234
F 2.550648 -0.611235 -2.712061 0.687 -0.328 -0.001
F 3.441771 0.231614 -0.957390 0.681 0.218 -0.256
O -1.069908 -4.287063 5.585698 1.852 0.106 2.030
O -1.503780 -3.315346 3.753704 1.162 2.310 -1.846
O 1.593221 3.848289 3.225715 -0.451 -0.906 -0.214
O -2.038298 0.967935 -2.734512 -0.737 4.198 -2.623
O 4.228833 -2.660082 -0.336123 0.062 1.752 -1.321
O 1.852275 1.933949 4.082106 1.164 0.740 1.937
O 2.022117 -2.476930 -0.857358 1.664 0.663 -0.088
O -4.004495 -3.116692 -0.964248 1.083 0.999 0.117
O -2.314250 1.872674 -4.869541 -0.021 0.850 1.860
O -3.082466 -4.146555 4.905688 -0.284 0.872 0.652
O -6.163685 -2.888775 -1.079839 -0.680 1.997 -2.526
O 0.304001 2.033716 2.477063 1.301 1.534 0.390
O -5.393274 -3.782978 0.581968 1.827 -0.353 1.958
N -1.873928 -3.832284 4.803248 -2.480 -2.833 -1.124
N -5.150964 -3.200058 -0.471317 -1.825 -2.156 0.480
C 5.550745 -4.641487 0.016081 -0.379 0.753 0.005
C 4.159010 -3.994974 0.171458 -0.186 -0.832 -0.419
C 3.501606 -0.822380 -1.794889 -1.178 -0.621 1.413
C -2.764955 0.605258 -5.483109 0.136 -0.276 0.649
C 0.790570 4.940458 2.776415 -0.835 0.689 0.872
C -4.262869 0.527988 -5.475631 -0.268 0.427 0.173
C 3.169790 -2.076533 -0.929832 -1.620 -1.947 0.412
C 1.179094 2.568374 3.162240 -1.965 -1.372 -0.451
C -2.189118 1.979993 -3.481328 0.854 -6.130 0.455
C -0.575641 5.102571 3.492884 -0.087 -0.799 -0.139
C 1.984011 0.529523 4.320445 -0.135 0.046 -1.583
C -2.168244 3.416786 -2.930794 1.103 -1.365 0.178
H -1.303088 4.309044 3.321924 0.298 -0.314 -0.313
H -1.107440 6.000673 3.178720 0.418 0.239 -0.069
H -4.731866 1.248264 -6.145970 0.226 0.108 -0.133
H 5.965382 -4.427102 -0.968910 -0.228 0.278 -0.120
H -4.629726 0.768384 -4.477773 -0.221 -0.551 0.042
H -0.451367 5.127693 4.575484 0.237 0.201 -0.005
H 0.718854 4.979841 1.689487 -0.005 -0.139 0.071
H -4.545091 -0.464378 -5.827272 -0.204 -0.047 0.379
H 3.036764 0.382292 4.079364 -0.172 -0.698 -0.015
H 5.494568 -5.729928 0.031387 -0.062 0.084 0.600
H -2.322338 -0.234935 -4.948069 -0.019 0.185 0.212
H 1.295359 0.032957 3.636874 0.283 -0.396 0.067
H 3.746119 -3.916932 1.177209 0.338 -0.343 0.098
H 1.791287 0.191069 5.338492 -0.220 0.759 0.032
H -2.446360 0.516380 -6.521708 0.621 0.789 0.180
H 6.245417 -4.209480 0.736446 0.051 -0.419 0.123
H 1.384469 5.761903 3.177170 0.083 0.227 -0.651
H 3.457825 -4.570233 -0.433129 -0.236 0.174 0.030
```
Forces are in eV/Å.

***

4.
This record from the Open Molecules 2025 dataset describes a structure of composition C11H14AlBrClF6Li2MgN6NaO6PS2 at a distorted geometry. The level of theory is the ωB97M-V functional and the def2-TZVPD basis.

## Properties
LUMO   -5.84 eV
Net charge   +1

Structure (XYZ):
```
53
Properties=species:S:1:pos:R:3:forces:R:3
Br -3.541411 5.709723 7.874257 1.236 -0.717 -1.735
Cl 3.099028 -1.834986 1.122167 2.144 0.125 -0.496
S -2.905526 3.702073 -2.257375 -0.156 3.122 0.342
S -2.937605 1.074130 -2.148002 0.530 -0.607 -0.075
P -0.192998 -1.375341 0.511892 -2.251 1.275 1.209
Al -3.866902 2.704028 3.750714 0.128 0.568 -0.331
Mg 0.962491 -6.659465 -2.387920 -0.937 -0.727 0.259
Na 0.751477 -4.853260 0.036198 -0.553 0.037 0.782
F -4.699718 1.350805 4.409908 0.302 0.182 -0.397
F -2.310875 2.825741 4.476282 -0.491 -0.058 -0.008
F -2.942920 4.678284 -3.505652 -0.027 -0.720 -0.264
F -3.713849 2.469239 2.045744 -0.352 -0.798 0.648
F -1.550445 1.228158 -1.377570 0.029 -0.092 0.176
F -4.747034 4.125996 4.064716 0.216 -0.504 0.045
O -4.059779 4.075847 -1.524745 -0.334 -0.768 -0.091
O -2.710261 -0.146970 -2.879981 -0.137 0.075 -0.290
O -1.631521 3.968736 -1.688415 0.288 -0.788 -0.187
O 0.353111 0.151634 0.780627 0.567 -1.283 -1.091
O -2.335369 5.618628 6.407600 -0.313 1.141 0.915
O -3.883671 0.964521 -1.064365 -0.566 -0.473 0.453
N -3.015055 2.312650 -3.058161 0.061 -0.698 0.496
N 5.739068 -3.879930 -1.743643 -0.418 -1.406 -0.083
N 0.499271 -2.310003 1.779119 0.554 -1.757 -1.727
N 1.864904 -2.496518 -3.516482 -0.290 0.255 -0.684
N 2.221634 -2.961196 -2.340081 1.369 -1.505 0.741
N -2.440376 4.985837 2.087647 0.223 0.280 0.022
C 0.608086 -1.845088 -1.080592 0.974 0.012 0.093
C 4.662611 -5.767636 -2.836940 -0.803 0.010 -0.176
C 4.563578 -3.278115 -1.818115 -0.333 1.920 0.704
C 0.823370 -1.698297 -3.512093 -0.362 0.377 0.925
C -2.073173 7.208760 3.391480 -0.004 0.373 0.263
C 0.185126 -1.347804 -2.302833 -0.777 0.611 0.081
C -2.275372 5.965506 2.663561 -0.051 -0.082 -0.059
C 3.438617 -5.095010 -2.879847 -0.237 0.082 -0.522
C 5.733192 -5.115742 -2.274581 0.927 -0.616 -0.005
C 3.400437 -3.809159 -2.359590 0.345 -0.450 -0.383
C 1.696912 -2.708422 -1.134304 -1.010 0.090 -0.576
Li 6.573917 -5.469578 -0.233621 0.095 0.597 0.217
Li -4.896040 -0.308102 0.459253 0.647 1.349 -0.341
H -0.669875 -0.661376 -2.355404 0.159 -0.204 0.018
H -1.014308 7.456639 3.463367 0.013 -0.125 -0.070
H 2.554231 -5.596055 -3.326444 1.153 0.975 -0.018
H 4.743017 -6.769996 -3.248657 0.158 0.177 0.107
H 4.498830 -2.263868 -1.407469 0.128 -0.309 0.009
H 1.289835 0.140908 0.503291 -0.016 0.620 0.568
H 0.665068 -1.636188 2.529074 0.046 -0.373 0.167
H 6.687410 -5.669726 -2.252931 -0.058 0.283 -0.263
H 2.107911 -3.134154 -0.198047 0.603 0.317 -0.909
H 0.450749 -1.251087 -4.430303 0.386 -0.364 -0.087
H -2.466330 7.135626 4.405907 -0.024 -0.185 -0.043
H 1.474036 -2.714590 1.517626 -1.791 1.461 1.164
H -2.575595 8.040627 2.898250 -0.037 -0.114 -0.110
H -2.191905 4.763562 5.965482 -0.951 -0.592 0.617
```
Forces are in eV/Å.

***

Question: What is the net charge in the fourth record?
Answer: +1